1.
The following is a quantum chemistry calculation of C26H28N2ReS2Si as an isolated structure in a non-equilibrium geometry, from the Open Molecules 2025 dataset.

Properties
Spin multiplicity: 4
Lowest unoccupied orbital energy (spin up / spin down): -7.439 / -9.328 eV
M: 647.0 g/mol
Orbital gap (spin up / spin down): 0.23626 / 0.16647 hartree
HOMO energy (spin up / spin down): -0.5097 / -0.5093 Ha
Charge: +2

Atoms and positions in Å:
C1 1.399494 -0.343332 1.799058
C2 1.961709 -0.252268 0.478465
C3 2.043629 1.113799 0.097419
H1 2.353291 -1.095731 -0.076002
C4 1.592498 1.899959 1.192606
C5 1.213908 0.997775 2.250047
H2 0.917523 1.297827 3.268762
H3 1.174879 -1.241652 2.384599
H4 2.372136 1.513760 -0.837606
H5 1.571478 2.980977 1.269677
Re1 0.061378 0.630688 0.480966
C6 -1.407190 -0.943232 -3.264907
H6 -1.169526 -0.037141 -3.792639
H7 -2.463425 -0.950766 -2.925179
H8 -1.194082 -1.845016 -3.828493
Si1 -0.415951 -1.021766 -1.661951
C7 -0.282723 -2.738982 -0.946745
C8 0.694556 -3.348918 -0.138275
H9 1.646217 -2.862456 0.054849
C9 0.502102 -4.589860 0.467394
H10 1.264440 -5.059884 1.126113
C10 -0.696875 -5.293105 0.259128
H11 -0.894520 -6.268142 0.740519
C11 -1.671979 -4.746461 -0.588058
H12 -2.626175 -5.282178 -0.792588
C12 -1.438295 -3.493101 -1.187638
H13 -2.210412 -3.084525 -1.832708
C13 1.245725 -0.799978 -2.587785
C14 2.092506 -1.862533 -2.952459
H14 1.918659 -2.859425 -2.553565
C15 3.178695 -1.712668 -3.849169
H15 3.838293 -2.567733 -4.110989
C16 3.437530 -0.456749 -4.423492
H16 4.246990 -0.323507 -5.161139
C17 2.626375 0.634186 -4.070954
H17 2.830093 1.634476 -4.500528
C18 1.569972 0.439049 -3.165489
H18 0.960557 1.297509 -2.913148
H19 -0.223415 1.309522 -0.992428
H20 -1.575455 -0.580136 -0.728297
C19 1.785234 4.277896 3.880417
C20 0.372999 4.193333 3.452403
N1 -0.180957 3.306018 2.688309
C21 -1.540291 3.505179 2.490695
C22 -2.017700 4.645701 3.160726
S1 -0.760581 5.450466 4.036657
C23 -2.406912 2.564585 1.817665
C24 -3.781311 2.630481 1.842346
S2 -4.550884 1.186046 1.340400
C25 -2.958664 0.476717 1.129445
N2 -1.963735 1.328366 1.265059
C26 -2.861694 -0.989637 0.942866
H21 1.848751 5.000464 4.690994
H22 2.141110 3.312721 4.237667
H23 2.411760 4.623473 3.056092
H24 -3.060661 4.974410 3.170552
H25 -4.319035 3.507777 2.159128
H26 -3.610852 -1.490293 1.570538
H27 -3.139077 -1.232367 -0.102091
H28 -1.852106 -1.359619 1.182762

Atoms 1-3, force components in eV/Å:
1.9867 -0.1478 1.2413
1.7668 -1.2832 0.5197
1.8431 0.5683 0.2738

Partial charges, Löwdin, in e:
1 C -0.15
2 C -0.21
3 C -0.19
4 H 0.12
5 C -0.17
6 C -0.16
7 H 0.14
8 H 0.15
9 H 0.13
10 H 0.13
11 Re 1.48
12 C -0.14
13 H 0.04
14 H 0.04
15 H 0.07
16 Si 0.56
17 C -0.31
18 C -0.12
19 H 0.08
20 C -0.06
21 H 0.13
22 C -0.06
23 H 0.12
24 C -0.05
25 H 0.13
26 C -0.12
27 H 0.09
28 C -0.29
29 C -0.07
30 H 0.10
31 C -0.04
32 H 0.13
33 C -0.05
34 H 0.12
35 C -0.05
36 H 0.12
37 C -0.15
38 H 0.08
39 H 0.01
40 H 0.03
41 C -0.07
42 C -0.59
43 N 0.01
44 C -0.30
45 C -0.31
46 S 1.11
47 C -0.27
48 C -0.31
49 S 1.17
50 C -0.61
51 N -0.05
52 C -0.11
53 H 0.08
54 H 0.09
55 H 0.10
56 H 0.09
57 H 0.09
58 H 0.11
59 H 0.09
60 H 0.07

***

2.
The following is a quantum chemistry calculation of C26H28N2RuS2Si as an isolated structure in a non-equilibrium geometry, from the Open Molecules 2025 dataset.

Properties
Spin multiplicity: 6
Lowest unoccupied orbital energy (spin up / spin down): -2.797 / -5.510 eV
M: 561.8 g/mol
Orbital gap (spin up / spin down): 0.20215 / 0.22399 hartree
HOMO energy (spin up / spin down): -0.3050 / -0.4265 Ha
Charge: +1

Atoms and positions in Å:
C1 0.830845 -1.171991 1.913017
C2 1.592566 -1.173260 0.696070
C3 2.378084 0.022536 0.624149
H1 1.644225 -1.992384 -0.014238
C4 2.133514 0.746773 1.839184
C5 1.174471 0.018635 2.627538
H2 0.764480 0.344827 3.576465
H3 0.087848 -1.916465 2.196295
H4 3.067072 0.291295 -0.166809
H5 2.608916 1.675721 2.118857
Ru1 0.295036 0.568336 0.606927
C6 -0.943790 0.618042 -2.808862
H6 -0.148992 1.339664 -3.010458
H7 -1.834212 1.138856 -2.458838
H8 -1.186348 0.092433 -3.748621
Si1 -0.341052 -0.684424 -1.626284
C7 -1.417459 -2.238777 -1.598065
C8 -1.000853 -3.276478 -0.750875
H9 0.012302 -3.283779 -0.346492
C9 -1.885907 -4.287597 -0.367674
H10 -1.569079 -5.047477 0.353194
C10 -3.179575 -4.314109 -0.898730
H11 -3.875741 -5.107626 -0.614032
C11 -3.574081 -3.330433 -1.815036
H12 -4.582426 -3.355319 -2.232345
C12 -2.688342 -2.305149 -2.182230
H13 -2.995512 -1.545253 -2.901965
C13 1.311743 -1.223065 -2.447412
C14 1.469383 -2.500536 -2.994623
H14 0.689215 -3.251717 -2.873207
C15 2.620601 -2.828512 -3.725649
H15 2.736072 -3.833592 -4.137813
C16 3.620186 -1.873492 -3.955857
H16 4.494249 -2.113769 -4.576271
C17 3.450856 -0.579741 -3.439091
H17 4.207728 0.183247 -3.636140
C18 2.309497 -0.267150 -2.687637
H18 2.198592 0.747688 -2.298877
H19 0.338943 1.162152 -0.895207
H20 -0.679570 -0.761112 0.038845
C19 2.748865 2.702099 4.547208
C20 1.530426 3.322065 3.975177
N1 0.884388 2.936878 2.915677
C21 -0.268114 3.663608 2.667617
C22 -0.437599 4.697702 3.588724
S1 0.788512 4.722343 4.777247
C23 -1.274755 3.286853 1.688842
C24 -2.428991 4.036451 1.519350
S2 -3.673385 3.187007 0.709216
C25 -2.588091 1.778061 0.607711
N2 -1.355729 2.029300 1.029112
C26 -3.202627 0.463765 0.304468
H21 3.196716 3.395232 5.263062
H22 2.482484 1.773845 5.067731
H23 3.473068 2.496369 3.754303
H24 -1.287980 5.368936 3.579667
H25 -2.553388 5.034065 1.927192
H26 -4.224318 0.473480 0.711991
H27 -3.286796 0.313216 -0.778051
H28 -2.656171 -0.368268 0.762552

Atoms 1-3, force components in eV/Å:
0.6290 -0.2754 -0.5217
1.3971 -1.6352 0.7640
0.1341 -0.5360 0.7965

Partial charges, Löwdin, in e:
1 C -0.16
2 C -0.26
3 C -0.17
4 H 0.10
5 C -0.18
6 C -0.16
7 H 0.11
8 H 0.12
9 H 0.11
10 H 0.08
11 Ru 1.08
12 C -0.20
13 H 0.04
14 H 0.02
15 H 0.06
16 Si 0.58
17 C -0.31
18 C -0.13
19 H 0.09
20 C -0.07
21 H 0.11
22 C -0.08
23 H 0.11
24 C -0.07
25 H 0.11
26 C -0.10
27 H 0.10
28 C -0.28
29 C -0.09
30 H 0.10
31 C -0.07
32 H 0.11
33 C -0.07
34 H 0.11
35 C -0.07
36 H 0.11
37 C -0.13
38 H 0.09
39 H 0.02
40 H 0.02
41 C -0.07
42 C -0.58
43 N 0.05
44 C -0.29
45 C -0.33
46 S 1.09
47 C -0.28
48 C -0.36
49 S 1.04
50 C -0.58
51 N -0.03
52 C -0.09
53 H 0.08
54 H 0.10
55 H 0.08
56 H 0.07
57 H 0.08
58 H 0.09
59 H 0.08
60 H 0.07